# 1
The following is a quantum chemistry calculation of a 2-piece molecular cluster, C10H11ClSi overall, from the Open Molecules 2025 dataset.

The geometry in XYZ format:
```
23
C10H11ClSi (ωB97M-V with the def2-TZVPD basis set)
C 1.8979 2.9888 -0.2677
C 0.6957 3.0677 0.3858
C 2.2955 1.7182 -0.8300
C -0.1524 1.9619 0.5262
C 1.5044 0.6624 -0.6710
C 0.2573 0.7153 0.0864
C 0.8479 -3.0522 -0.6724
C -3.2486 -0.1356 1.2178
C -0.4069 -2.5442 -0.5845
C -2.0745 -0.7501 1.4274
Si -0.8351 -0.8163 0.0312
Cl -2.7514 0.0361 -2.1232
H 2.5462 3.8675 -0.4782
H 0.4271 4.0577 0.7729
H 3.1944 1.4778 -1.3508
H -1.0110 1.9746 1.1937
H 1.9236 -0.3248 -0.8396
H 0.9193 -3.9454 -1.2939
H 1.7938 -2.7242 -0.1822
H -4.0799 -0.0417 1.9874
H -3.4168 0.4919 0.3717
H -1.1385 -2.8809 -1.2691
H -2.0479 -1.0799 2.4291
```

Gap between HOMO and LUMO, eV: 8.04
Molar mass, g/mol: 194.74
LUMO, Eh: -0.0369
Energy above the lowest of the compared OMol25 structures with the same formula, charge and spin, kJ/mol: 225.7
HOMO energy, eV: -9.05

Which charges does Mulliken predict for the atoms? In e, they are:
1. C -0.38
2. C -0.53
3. C -0.56
4. C -0.20
5. C -0.27
6. C 0.60
7. C -0.57
8. C -0.56
9. C -0.27
10. C -0.33
11. Si 0.41
12. Cl -0.55
13. H 0.33
14. H 0.33
15. H 0.39
16. H 0.38
17. H 0.04
18. H 0.23
19. H 0.29
20. H 0.24
21. H 0.21
22. H 0.36
23. H 0.42



# 2
The following is a quantum chemistry calculation of C42H38LuN7O3PS4 as an isolated structure, from the Open Molecules 2025 dataset.

The geometry in XYZ format:
```
96
C42H38LuN7O3PS4 (ωB97M-V with the def2-TZVPD basis set)
Lu -0.2007 -0.2005 0.6883
C 3.2336 -0.0019 -2.7266
C 2.8573 -1.2504 -1.9358
C 3.6918 -2.4479 -2.3866
C 2.9999 -1.0789 -0.4234
C 4.3963 -0.6028 0.0302
O 4.1330 0.5809 0.8333
C 2.8294 0.7836 0.8089
N 2.1021 -0.0524 0.1609
C 2.2833 1.8996 1.5956
C 2.7435 2.0694 2.8978
C 2.1159 2.9806 3.7291
C 1.0222 3.6990 3.2670
C 0.5980 3.5588 1.9560
C 1.2340 2.6787 1.0752
P 1.1403 2.8517 -0.7745
C 0.9750 4.6542 -0.9963
C 2.0940 5.2300 -1.6019
C 2.1545 6.5957 -1.8425
C 1.0868 7.4044 -1.4959
C -0.0372 6.8473 -0.9003
C -0.0908 5.4895 -0.6495
C -0.4092 2.0770 -1.3944
C -1.6837 2.6573 -1.4218
C -2.6837 2.1155 -2.2070
C -2.4580 0.9666 -2.9547
C -1.2265 0.3405 -2.9044
C -0.2086 0.9065 -2.1406
H 2.8459 -0.0713 -3.7429
H 4.3155 0.1047 -2.8156
H 2.8493 0.9182 -2.2832
H 1.8013 -1.4916 -2.1301
H 4.7522 -2.2826 -2.1841
H 3.5969 -2.6035 -3.4607
H 3.3890 -3.3652 -1.8880
H 2.7404 -2.0234 0.0663
H 5.0340 -0.2835 -0.7920
H 4.9297 -1.3111 0.6595
H 3.5758 1.4783 3.2533
H 2.4698 3.1197 4.7411
H 0.5192 4.3961 3.9230
H -0.2228 4.1616 1.6058
H 2.9268 4.5996 -1.8870
H 3.0363 7.0192 -2.3032
H 1.1254 8.4672 -1.6923
H -0.8741 7.4770 -0.6297
H -0.9763 5.0933 -0.1750
H -1.8895 3.5448 -0.8469
H -3.6530 2.5952 -2.2378
H -3.2501 0.5626 -3.5720
H -1.0405 -0.5633 -3.4690
H 0.7830 0.4686 -2.1681
N -8.3825 1.8512 0.7144
C -7.0972 1.4146 0.7980
C -6.4485 1.3521 2.0439
C -5.1457 0.9238 2.1371
C -4.4591 0.5642 0.9812
C -5.0777 0.6250 -0.2595
C -6.3874 1.0448 -0.3541
S -2.8524 -0.0373 1.1502
O -2.8307 -1.1462 2.0682
O -2.2884 -0.3575 -0.1965
N -1.7836 1.0799 1.6411
C -1.3596 0.9361 2.9713
N -0.1092 0.4382 3.0158
C 0.3607 0.1022 4.2200
C -0.3812 0.3532 5.3596
C -1.6258 0.9441 5.1882
N -2.1345 1.2333 3.9947
H -8.9362 1.9256 1.5490
H -8.8971 1.7130 -0.1373
H -6.9852 1.6358 2.9398
H -4.6578 0.8778 3.1015
H -4.5384 0.3191 -1.1439
H -6.8743 1.0785 -1.3187
H 1.3380 -0.3626 4.2555
H -0.0146 0.0908 6.3387
H -2.2459 1.1776 6.0460
S -0.2214 -6.2765 -2.3621
C -0.3507 -5.3228 -1.0225
S 0.9754 -4.3409 -0.4269
C -0.0632 -3.6841 0.7888
N -1.2532 -4.1702 0.7970
N -1.3989 -5.1133 -0.1917
C -2.6934 -5.7034 -0.3073
C -2.8206 -7.0663 -0.5285
C -4.0911 -7.6137 -0.6118
C -5.2114 -6.8102 -0.4678
C -5.0655 -5.4503 -0.2373
C -3.8036 -4.8871 -0.1563
S 0.4613 -2.4231 1.8893
H -1.9430 -7.6838 -0.6358
H -4.2022 -8.6751 -0.7838
H -6.1991 -7.2458 -0.5286
H -5.9391 -4.8243 -0.1191
H -3.6732 -3.8323 0.0422
```

Gap between HOMO and LUMO, eV: 6.83
Molar mass, g/mol: 1023.02
LUMO, Eh: -0.0989
HOMO energy, eV: -9.52
Charge: +1

Which charges does Mulliken predict for the atoms? In e, they are:
1. Lu 0.76
2. C -1.56
3. C 0.99
4. C -1.57
5. C -0.38
6. C -0.62
7. O -0.48
8. C 0.41
9. N 0.70
10. C 0.02
11. C -1.05
12. C -0.66
13. C -1.00
14. C -0.30
15. C 0.65
16. P 0.14
17. C 1.05
18. C -0.63
19. C -0.72
20. C -0.49
21. C -1.05
22. C 0.01
23. C 0.45
24. C 0.05
25. C -0.71
26. C -0.89
27. C -0.46
28. C -0.33
29. H 0.40
30. H 0.44
31. H 0.31
32. H 0.23
33. H 0.32
34. H 0.45
35. H 0.34
36. H 0.29
37. H 0.34
38. H 0.29
39. H 0.58
40. H 0.46
41. H 0.48
42. H 0.28
43. H 0.32
44. H 0.42
45. H 0.40
46. H 0.42
47. H 0.08
48. H 0.13
49. H 0.52
50. H 0.40
51. H 0.59
52. H 0.59
53. N -0.47
54. C 1.02
55. C -0.96
56. C -0.76
57. C -0.36
58. C -0.41
59. C -0.92
60. S 1.73
61. O -0.53
62. O -0.50
63. N 0.19
64. C 0.07
65. N 0.71
66. C -0.30
67. C -0.94
68. C -0.51
69. N -0.51
70. H 0.21
71. H 0.22
72. H 0.32
73. H 0.45
74. H 0.65
75. H 0.33
76. H 0.52
77. H 0.44
78. H 0.50
79. S -0.30
80. C 0.19
81. S -0.07
82. C 0.21
83. N -0.73
84. N 0.65
85. C 0.29
86. C -0.45
87. C -0.67
88. C -0.47
89. C -0.63
90. C -0.27
91. S -0.46
92. H 0.44
93. H 0.37
94. H 0.38
95. H 0.38
96. H 0.56



# 3
The following is a quantum chemistry calculation of C47H32F5GeInN8SSe as an isolated structure, from the Open Molecules 2025 dataset.

The geometry in XYZ format:
```
96
C47H32F5GeInN8SSe (ωB97M-V with the def2-TZVPD basis set)
In -1.7248 0.8682 0.6817
Se -6.1042 -4.1964 -3.4840
N -4.3654 -3.5962 -3.6804
C -4.1933 -2.6864 -2.7643
C -2.9542 -1.8909 -2.5645
C -1.7701 -2.1034 -3.3003
C -0.6247 -1.4227 -3.0600
C -0.6381 -0.4937 -2.0032
N -1.6759 -0.4203 -1.1811
C -2.8619 -1.0311 -1.4895
C -4.0016 -0.7917 -0.5913
N -3.7753 0.0170 0.4693
C -4.7564 0.2541 1.3349
C -6.0777 -0.2188 1.1705
C -6.2906 -1.0538 0.0838
C -5.2267 -1.4125 -0.8084
C -5.3314 -2.3447 -1.9075
N -6.4656 -3.0252 -2.1261
H -1.7687 -2.9060 -4.0562
H 0.2374 -1.5439 -3.6671
H 0.2508 0.1078 -1.8394
H -4.4789 0.7601 2.2823
H -6.8839 -0.0562 1.8510
H -7.2750 -1.5278 0.0323
F -3.9820 -4.5293 5.1566
C -3.4122 -3.4897 4.6533
C -3.3203 -3.3286 3.2864
F -3.8508 -4.1920 2.4665
C -2.5872 -2.2267 2.7947
F -2.3930 -2.1250 1.4706
C -1.8695 -1.3168 3.5810
S -0.9952 0.0664 2.9538
C -1.8798 -1.5990 4.9342
F -1.1681 -0.7983 5.7892
C -2.6591 -2.6292 5.4724
F -2.6639 -2.8804 6.7961
C 4.5230 1.7533 2.0010
C 3.4793 1.1348 2.6492
C 2.2342 1.1152 2.0311
C 2.0311 1.8110 0.8182
C 3.0629 2.3941 0.1721
C 4.3294 2.3648 0.7601
N 0.6177 1.9469 0.2937
N 0.5018 3.1131 -0.1653
C -0.7712 3.5350 -0.5165
C -0.8377 4.7651 -1.1450
C -2.0688 5.2176 -1.6070
C -3.1933 4.4871 -1.3639
C -3.1396 3.2883 -0.6372
C -1.9074 2.7807 -0.1703
H 5.4195 1.9172 2.5693
H 3.5809 0.7048 3.6539
H 1.3529 0.7186 2.5299
H 2.8769 3.1057 -0.6222
H 5.1405 2.9897 0.3261
H 0.0589 5.3105 -1.3363
H -2.1204 6.1436 -2.1070
H -4.1426 4.8883 -1.6984
H -4.1310 2.8009 -0.3931
Ge 2.8325 -1.1160 1.2247
C 2.8586 -1.9453 2.9691
C 1.6289 -2.4893 3.4539
C 1.5760 -2.9668 4.7629
C 2.7270 -2.8717 5.5546
C 3.8703 -2.3324 5.1232
C 3.9572 -1.7990 3.8499
C 4.3230 -0.7880 0.1012
C 5.6330 -1.0331 0.5286
C 6.7507 -0.6535 -0.1994
C 6.6101 -0.0150 -1.4139
C 5.3646 0.2697 -1.8816
C 4.2457 -0.1311 -1.1451
H 1.4989 -1.2311 0.4261
H 0.8425 -2.6079 2.7523
H 0.7490 -3.4462 5.3471
H 2.6798 -3.3494 6.5841
H 4.6640 -2.1598 5.8116
H 4.8524 -1.3473 3.5097
H 5.7608 -1.5840 1.4646
H 7.7248 -0.9491 0.0787
H 7.4742 0.1731 -2.0144
H 5.2781 0.7424 -2.8813
H 3.2606 0.1420 -1.5466
N 2.6635 1.2848 -5.0261
C 1.3326 1.6297 -5.0419
C 0.6712 1.9230 -6.2276
C -0.6461 2.3244 -6.1819
C -1.3271 2.4342 -4.9573
C -0.6507 2.0173 -3.8269
N 0.6389 1.6182 -3.8918
H 3.2071 1.5628 -5.8498
H 3.2089 1.0478 -4.2413
H 1.2258 1.9188 -7.1499
H -1.2837 2.5002 -7.0403
H -2.3993 2.7617 -4.9080
H -1.1638 1.9424 -2.8968
```

Gap between HOMO and LUMO, eV: 6.57
Molar mass, g/mol: 1102.27
LUMO, Eh: -0.2183
Energy above the lowest of the compared OMol25 structures with the same formula, charge and spin, kJ/mol: 167.3
HOMO energy, eV: -12.51
Charge: +2

Which charges does Mulliken predict for the atoms? In e, they are:
1. In 1.62
2. Se 0.30
3. N -0.86
4. C 0.58
5. C 0.65
6. C -0.97
7. C -1.35
8. C -0.78
9. N 0.13
10. C 0.24
11. C 0.22
12. N -0.12
13. C -0.41
14. C -1.02
15. C -0.65
16. C 0.10
17. C 0.99
18. N -0.79
19. H 0.48
20. H 0.68
21. H 1.15
22. H 0.50
23. H 0.48
24. H 0.49
25. F -0.25
26. C 0.59
27. C -0.06
28. F -0.29
29. C -0.05
30. F -0.16
31. C 0.99
32. S -0.26
33. C -0.21
34. F -0.41
35. C 0.23
36. F -0.29
37. C -0.76
38. C -0.52
39. C -0.31
40. C 0.12
41. C -0.43
42. C -0.47
43. N 0.72
44. N -0.53
45. C 0.42
46. C -0.19
47. C -0.84
48. C -0.76
49. C -0.60
50. C 0.17
51. H 0.53
52. H 0.78
53. H -0.28
54. H 0.59
55. H 0.43
56. H 0.51
57. H 0.47
58. H 0.47
59. H 0.20
60. Ge 0.64
61. C 0.64
62. C -0.57
63. C -0.57
64. C -0.38
65. C -0.94
66. C -0.19
67. C 0.59
68. C -0.31
69. C -1.12
70. C -0.50
71. C -0.68
72. C 0.63
73. H -0.43
74. H 0.73
75. H 0.32
76. H 0.31
77. H 0.43
78. H 0.40
79. H 0.37
80. H 0.48
81. H 0.48
82. H 0.23
83. H 0.21
84. N -0.33
85. C 0.48
86. C -0.68
87. C -0.45
88. C -1.03
89. C -0.13
90. N 0.01
91. H 0.23
92. H 0.11
93. H 0.36
94. H 0.41
95. H 0.37
96. H 0.71